Here is a structure of composition C15H15BeN3P at a distorted geometry from the Open Molecules 2025 dataset. Energies are from ωB97M-V/def2-TZVPD.

Energy relative to the best compared isomer or geometry (same formula, charge and spin): 2.862 eV
Frontier orbital gap (alpha / beta): 4.49 / 4.65 eV
Total charge: -1
LUMO level (alpha / beta): 2.1024 / 2.0812 eV

The geometry in XYZ format:
```
35
C15H15BeN3P (ωB97M-V/def2-TZVPD)
C -0.4767 -0.4795 -4.7737
C -1.1803 -1.3759 -5.5695
C -0.5891 -2.6764 -5.5035
C 0.5516 -2.6640 -4.6413
C 0.7529 -1.3921 -4.1185
Be 0.2684 1.2920 -1.5967
P -0.3361 3.2041 -2.1821
H -0.6190 0.5798 -4.5716
H -2.0608 -1.1184 -6.1580
H -0.9552 -3.5528 -6.0376
H 1.5118 -0.9945 -3.4483
H 1.1787 -3.5269 -4.4169
H -1.5497 3.6872 -1.5786
H -0.5997 3.3584 -3.5864
H 0.5945 4.2678 -1.9237
N -0.2822 1.3385 8.0851
C -0.2429 1.0240 6.9567
C -0.1862 0.6459 5.5706
C -0.8825 1.3954 4.6120
C -0.7799 1.0696 3.2581
C 0.0276 -0.0060 2.8740
C 0.6733 -0.8051 3.8230
C 0.5718 -0.4645 5.1764
N 0.2720 -0.2219 1.4954
C 1.0259 -1.2743 0.9377
C 1.1184 -1.0371 -0.3839
N 0.4226 0.1481 -0.6667
C -0.0804 0.5990 0.4968
H -1.4963 2.2405 4.9243
H -1.3216 1.6533 2.5140
H 1.2697 -1.6646 3.5169
H 1.0927 -1.0607 5.9263
H 1.4231 -2.0682 1.5420
H 1.5846 -1.5970 -1.1731
H -0.7011 1.4762 0.6205
```



Here is a structure of composition C15H15BeN6S at a distorted geometry from the Open Molecules 2025 dataset. Energies are from ωB97M-V/def2-TZVPD.

Frontier orbital gap: 6.77 eV
Total charge: +1
LUMO level: -4.2372 eV

The geometry in XYZ format:
```
38
C15H15BeN6S (ωB97M-V/def2-TZVPD)
Be -0.6113 -0.1670 -0.4429
C 3.4185 1.2661 -2.9174
C 2.0482 1.7499 -2.6840
N 1.6072 2.8459 -3.2584
N 0.3270 2.9920 -2.8567
C -0.0721 1.9711 -2.0428
S -1.5625 1.5469 -1.3128
N 1.0590 1.2220 -1.8501
N 1.0647 -0.0767 -1.1378
H 4.1444 2.0977 -2.8669
H 3.4695 0.8365 -3.9334
H 3.6813 0.5006 -2.1868
H -0.2487 3.7469 -3.2759
H 1.2423 -0.8342 -1.8044
H 1.9062 -0.0905 -0.5549
C 0.6090 2.0979 4.3709
C 0.7957 2.4090 3.0123
C 0.3881 1.5381 2.0280
C -0.1929 0.3032 2.3871
C -0.3644 -0.0511 3.7396
C 0.0335 0.8403 4.7206
N -0.6639 -0.4633 1.3490
N -1.2339 -1.6190 1.6270
C -1.7043 -2.2217 0.4883
C -2.3943 -3.4443 0.6015
C -2.6611 -4.1332 -0.5739
C -2.4430 -3.5343 -1.8295
C -1.8944 -2.2454 -1.9185
C -1.5190 -1.5748 -0.7770
H 0.8901 2.7553 5.1322
H 1.2452 3.3385 2.6990
H 0.5483 1.7801 0.9771
H -0.8073 -1.0335 3.9260
H -0.0694 0.5448 5.7642
H -2.5333 -3.8778 1.5920
H -3.1059 -5.1478 -0.5536
H -2.6819 -4.0668 -2.7389
H -1.7148 -1.8014 -2.8979
```



Here is a structure of composition C15H15BeNOS2 at a distorted geometry from the Open Molecules 2025 dataset. Energies are from ωB97M-V/def2-TZVPD.

Frontier orbital gap: 3.11 eV
Total charge: +2
LUMO level: -10.6327 eV

The geometry in XYZ format:
```
35
C15H15BeNOS2 (ωB97M-V/def2-TZVPD)
O -4.4308 0.4713 -3.9106
C -3.3464 0.2408 -2.9303
C -3.2069 -1.2224 -2.1678
C -1.9622 -1.4381 -1.1144
C -0.8345 -0.2792 -0.7698
C -1.0780 1.1834 -1.5451
C -2.2959 1.4657 -2.6069
S 0.1970 2.5312 -1.0840
C 0.3861 2.2427 0.7966
C 0.4840 3.4792 1.8686
C 0.5982 3.1049 3.4876
C 0.5979 1.5428 4.0051
C 0.5231 0.3466 2.8566
C 0.4164 0.6261 1.2267
N 0.3488 -0.4343 0.1530
C 0.5293 -1.8355 0.6790
C 2.1611 -1.9894 1.0153
C 3.1011 -1.2569 -0.1322
S 2.6681 -1.7159 -1.8961
H -4.8405 -0.4459 -4.0850
H -3.9956 -2.0532 -2.4070
H -1.8800 -2.4871 -0.5947
H -2.3373 2.5439 -3.1149
H 0.4658 4.5904 1.4697
H 0.6425 4.0400 4.2256
H 0.6454 1.3180 5.1588
H 0.5357 -0.7680 3.2763
H -0.1069 -2.0876 1.6443
H 0.3037 -2.6940 -0.0950
H 2.4919 -3.1263 1.0530
H 2.4473 -1.5080 2.0434
H 4.2458 -1.5505 0.0181
H 3.0422 -0.0755 -0.0389
H 2.6011 -0.4540 -2.5700
Be 0.8826 -2.3051 -3.9148
```



Q: Which E values were calculated for the entries above? A: -29953.791 -35969.747 -41369.718, in eV.